(1)
54
Properties=species:S:1:pos:R:3:nbo_charge:R:1 method="wB97M-V/def2-TZVPD" molar_mass_g_mol=331.77 e_lumo_ev=0.53 total_charge=0 gap_ev=8.509 total_energy_ha=-2499.15646
Cu 15.29 -9.68 -24.60 0.867
B 15.22 -11.94 -24.08 -0.905
H 16.36 -11.57 -24.32 -0.039
H 14.73 -11.20 -23.24 -0.049
H 14.51 -11.78 -25.05 -0.016
H 15.23 -13.08 -23.74 0.049
C 14.21 -7.66 -22.10 -0.250
O 15.13 -7.80 -23.17 -0.570
C 16.23 -6.96 -23.11 -0.066
C 16.77 -6.84 -24.52 -0.240
N 17.03 -8.19 -25.03 -0.667
C 17.30 -8.25 -26.47 -0.244
C 17.26 -9.71 -26.89 -0.072
O 15.90 -10.10 -26.90 -0.567
C 15.67 -11.29 -27.62 -0.250
H 14.72 -7.81 -21.14 0.182
H 13.47 -8.44 -22.20 0.213
H 13.80 -6.65 -22.06 0.169
H 17.00 -7.33 -22.41 0.178
H 15.98 -5.94 -22.76 0.180
H 17.60 -6.13 -24.65 0.189
H 15.96 -6.41 -25.11 0.200
H 17.92 -8.42 -24.59 0.372
H 18.24 -7.78 -26.78 0.183
H 16.54 -7.71 -27.03 0.208
H 17.79 -10.31 -26.15 0.192
H 17.67 -9.80 -27.90 0.180
H 16.18 -12.14 -27.16 0.193
H 15.91 -11.18 -28.68 0.165
H 14.60 -11.48 -27.56 0.206
C 18.38 -10.92 -21.90 -0.633
C 17.26 -11.27 -20.94 0.102
C 16.30 -10.10 -20.74 -0.638
O 16.54 -12.40 -21.40 -0.757
H 19.05 -10.19 -21.44 0.193
H 18.02 -10.56 -22.86 0.203
H 18.98 -11.81 -22.11 0.220
H 17.68 -11.54 -19.96 0.166
H 15.59 -10.32 -19.94 0.213
H 15.76 -9.92 -21.68 0.215
H 16.82 -9.17 -20.47 0.188
H 16.06 -12.18 -22.22 0.517
C 10.91 -8.23 -23.79 -0.632
C 11.77 -8.48 -25.00 0.100
C 12.50 -7.30 -25.57 -0.623
O 12.79 -9.46 -24.72 -0.757
H 11.46 -7.84 -22.93 0.207
H 10.41 -9.14 -23.45 0.213
H 10.14 -7.48 -24.01 0.216
H 11.12 -8.95 -25.76 0.161
H 11.80 -6.51 -25.87 0.212
H 13.15 -7.58 -26.39 0.225
H 13.08 -6.86 -24.76 0.208
H 12.43 -10.26 -24.34 0.492

=====

(2)
54
Properties=species:S:1:pos:R:3:nbo_charge:R:1 method="wB97M-V/def2-TZVPD" molar_mass_g_mol=285.43 e_lumo_ev=0.66 total_charge=0 gap_ev=9.796 total_energy_ha=-943.38865
C -18.66 19.66 14.20 -0.246
O -17.82 19.28 15.26 -0.552
C -16.71 18.52 14.83 -0.075
C -16.13 17.82 16.02 -0.072
C -14.87 17.03 15.67 -0.618
N -17.16 16.90 16.59 -0.855
H -19.60 20.05 14.62 0.191
H -18.89 18.82 13.55 0.169
H -18.20 20.48 13.62 0.165
H -16.98 17.82 14.04 0.186
H -15.96 19.20 14.38 0.168
H -15.87 18.55 16.79 0.176
H -15.09 16.20 15.00 0.225
H -14.38 16.68 16.57 0.212
H -14.17 17.69 15.15 0.211
H -16.82 16.59 17.50 0.362
H -17.96 17.50 16.78 0.375
C -19.37 16.48 11.92 -0.258
O -17.99 16.59 12.24 -0.576
C -17.13 16.53 11.13 -0.068
C -15.69 16.53 11.62 -0.077
C -14.75 16.55 10.42 -0.609
N -15.40 15.30 12.41 -0.837
H -19.61 15.50 11.51 0.183
H -19.67 17.28 11.23 0.175
H -19.91 16.66 12.85 0.201
H -17.33 15.65 10.51 0.164
H -17.33 17.39 10.46 0.167
H -15.53 17.38 12.28 0.193
H -14.90 17.45 9.83 0.205
H -14.93 15.68 9.79 0.203
H -13.72 16.50 10.79 0.229
H -15.78 14.50 11.89 0.342
H -16.02 15.27 13.22 0.378
C -19.38 12.09 14.65 -0.249
O -19.69 10.98 15.46 -0.552
C -18.96 11.00 16.67 -0.064
C -18.98 9.62 17.33 -0.071
C -20.39 9.14 17.60 -0.620
N -18.24 9.67 18.60 -0.827
H -20.09 12.14 13.82 0.182
H -18.37 12.02 14.23 0.169
H -19.47 13.03 15.20 0.183
H -17.94 11.36 16.53 0.167
H -19.48 11.69 17.36 0.152
H -18.45 8.90 16.71 0.189
H -21.05 9.99 17.85 0.199
H -20.42 8.45 18.43 0.221
H -20.86 8.73 16.70 0.223
H -18.66 10.35 19.23 0.345
H -17.29 10.00 18.45 0.351
O -17.86 14.99 14.48 -1.008
H -17.66 15.60 15.21 0.496
H -18.02 15.56 13.72 0.474

=====

(3)
66
Properties=species:S:1:pos:R:3:nbo_charge:R:1 method="wB97M-V/def2-TZVPD" molar_mass_g_mol=564.63 e_lumo_ev=-9.26 total_charge=+1 gap_ev=1.048 total_energy_ha=-3757.78849
Be -2.31 -2.28 3.96 0.743
B 0.82 -0.43 0.09 1.320
F -0.26 -1.16 0.08 -0.548
F 0.60 0.75 -0.55 -0.566
F 1.15 -0.15 1.42 -0.582
F 1.82 -1.22 -0.60 -0.575
C -8.09 -1.06 -1.02 -0.786
S -6.54 -0.32 -0.27 1.167
O -5.74 -1.54 0.33 -0.849
C -5.60 0.19 -1.81 -0.764
H -8.60 -1.60 -0.22 0.251
H -7.85 -1.82 -1.77 0.239
H -8.73 -0.33 -1.52 0.242
H -6.30 0.57 -2.56 0.236
H -5.09 -0.70 -2.16 0.255
H -4.91 0.97 -1.49 0.251
C -3.98 5.41 5.07 -0.812
S -2.72 4.67 3.92 1.209
O -3.22 3.23 3.69 -0.881
C -3.18 5.61 2.35 -0.781
H -3.74 5.10 6.09 0.245
H -4.92 4.92 4.82 0.245
H -4.17 6.48 5.09 0.245
H -2.97 6.65 2.59 0.227
H -4.25 5.53 2.15 0.234
H -2.68 5.34 1.42 0.257
C -1.36 -7.07 -1.66 -0.830
S -2.65 -7.41 -0.44 1.272
O -2.54 -6.37 0.66 -0.860
C -4.06 -6.95 -1.49 -0.814
H -1.32 -6.05 -2.04 0.256
H -1.58 -7.66 -2.55 0.238
H -0.37 -7.31 -1.28 0.256
H -3.93 -7.43 -2.46 0.239
H -4.05 -5.87 -1.63 0.248
H -5.02 -7.18 -1.02 0.251
C 4.26 6.54 2.91 -0.788
S 3.63 6.50 1.12 1.225
O 4.20 7.75 0.48 -0.902
C 4.82 5.16 0.54 -0.806
H 4.12 7.50 3.41 0.247
H 5.32 6.30 2.99 0.237
H 3.58 5.85 3.41 0.223
H 5.89 5.31 0.69 0.240
H 4.84 5.11 -0.55 0.246
H 4.48 4.19 0.92 0.236
C 3.82 1.92 -6.30 -0.847
S 5.54 2.11 -6.85 1.222
O 5.55 1.39 -8.21 -0.904
C 5.27 3.91 -7.29 -0.804
H 3.07 2.21 -7.04 0.240
H 3.52 2.28 -5.31 0.245
H 3.59 0.88 -6.07 0.249
H 4.45 4.06 -7.99 0.236
H 6.16 4.25 -7.83 0.237
H 5.09 4.60 -6.48 0.231
C 3.49 -7.35 4.46 -0.822
S 3.34 -5.53 4.57 1.270
O 1.91 -5.17 4.22 -0.860
C 4.33 -5.10 3.12 -0.829
H 4.34 -7.78 5.00 0.249
H 3.44 -7.79 3.47 0.245
H 2.64 -7.65 5.07 0.249
H 5.38 -5.29 3.34 0.241
H 4.23 -4.05 2.83 0.269
H 4.02 -5.61 2.21 0.247

=====

(4)
65
Properties=species:S:1:pos:R:3:nbo_charge:R:1 method="wB97M-V/def2-TZVPD" molar_mass_g_mol=555.62 e_lumo_ev=1.98 total_charge=-1 gap_ev=7.720 total_energy_ha=-3743.33856
B 0.19 -0.07 -0.99 1.396
F 1.06 0.78 -0.27 -0.540
F 0.39 0.19 -2.32 -0.557
F 0.45 -1.48 -0.89 -0.576
F -1.08 0.14 -0.66 -0.532
C -0.56 -1.99 -2.38 -0.767
S -1.38 -1.22 -3.89 1.199
O -0.79 -1.91 -5.10 -0.992
C -2.96 -2.01 -3.40 -0.836
H 0.51 -1.90 -2.53 0.240
H -0.82 -3.05 -2.42 0.202
H -0.93 -1.59 -1.44 0.242
H -2.95 -3.06 -3.70 0.229
H -3.73 -1.58 -4.04 0.211
H -3.21 -1.86 -2.35 0.222
C 3.63 -1.07 2.77 -0.824
S 3.83 -1.63 1.03 1.226
O 3.44 -3.08 1.08 -1.025
C 2.41 -0.75 0.32 -0.876
H 2.61 -1.23 3.11 0.225
H 3.82 -0.01 2.63 0.240
H 4.39 -1.46 3.45 0.232
H 2.24 -1.03 -0.72 0.250
H 2.39 0.34 0.35 0.275
H 1.50 -1.11 0.80 0.243
C -1.84 1.69 0.25 -0.760
S -2.30 1.61 2.09 1.115
O -1.37 2.70 2.77 -0.961
C -4.04 2.37 2.03 -0.775
H -1.75 2.78 0.25 0.203
H -2.65 1.55 -0.47 0.216
H -0.88 1.21 0.02 0.299
H -4.06 3.29 1.45 0.224
H -4.29 2.62 3.06 0.231
H -4.84 1.74 1.66 0.225
C 0.48 0.69 1.95 -0.882
S 1.26 0.79 3.59 1.233
O 2.26 1.89 3.57 -1.012
C -0.22 1.45 4.39 -0.884
H -0.15 -0.18 2.10 0.203
H 1.26 0.52 1.22 0.278
H -0.15 1.58 1.86 0.248
H 0.09 1.80 5.38 0.213
H -0.88 0.59 4.54 0.199
H -0.79 2.29 4.00 0.306
C -1.75 -2.84 0.42 -0.817
S -0.55 -4.21 0.89 1.173
O -0.78 -4.64 2.34 -0.998
C 0.93 -3.22 1.16 -0.805
H -2.01 -2.96 -0.63 0.223
H -1.19 -1.90 0.44 0.231
H -2.61 -2.99 1.07 0.241
H 1.63 -3.71 1.84 0.287
H 0.62 -2.34 1.73 0.196
H 1.31 -2.78 0.24 0.252
C 0.49 3.22 -2.45 -0.804
S 2.29 3.66 -2.90 1.169
O 3.17 2.66 -2.12 -0.960
C 2.12 2.92 -4.55 -0.815
H -0.15 3.54 -3.26 0.208
H 0.14 3.67 -1.52 0.226
H 0.50 2.16 -2.20 0.265
H 1.19 3.24 -5.03 0.219
H 2.18 1.84 -4.42 0.259
H 2.88 3.35 -5.20 0.222

=====

(5)
72
Properties=species:S:1:pos:R:3:mulliken_charge:R:1 method="wB97M-V/def2-TZVPD" molar_mass_g_mol=978.50 e_lumo_ev=-9.45 total_charge=+1 gap_ev=1.805 total_energy_ha=-10817.53843
Hf -0.39 -0.17 0.19 1.259
Br -1.24 -4.23 -2.81 -0.072
Br -1.54 -2.83 4.18 -0.076
Br 3.20 2.70 2.44 -0.094
C -2.60 6.25 6.88 -0.690
O -2.32 5.14 5.94 -0.322
P -3.30 4.81 4.70 1.037
O -2.89 3.71 3.82 -0.655
O -3.40 6.30 3.98 -0.335
C -2.26 6.91 3.52 -0.669
O -4.75 4.62 5.44 -0.287
C -4.97 3.52 6.33 -0.720
H -1.64 6.77 6.93 0.262
H -2.70 5.84 7.88 0.288
H -3.47 6.83 6.58 0.357
H -1.44 6.20 3.39 0.353
H -1.94 7.70 4.20 0.232
H -2.62 7.31 2.57 0.244
H -4.41 3.53 7.27 0.281
H -4.46 2.63 5.95 0.330
H -6.00 3.30 6.61 0.290
C -8.35 2.23 -1.83 -0.589
O -8.40 1.32 -0.69 -0.312
P -7.70 -0.19 -0.75 0.993
O -6.22 -0.18 -0.92 -0.684
O -8.17 -0.82 0.66 -0.307
C -9.38 -1.49 0.90 -0.584
O -8.54 -0.98 -1.91 -0.264
C -8.09 -0.97 -3.31 -0.834
H -7.71 3.10 -1.69 0.257
H -9.39 2.53 -1.90 0.266
H -8.14 1.74 -2.78 0.234
H -9.02 -2.25 1.60 0.244
H -9.86 -1.95 0.03 0.282
H -10.13 -1.01 1.53 0.276
H -7.25 -0.32 -3.53 0.378
H -8.83 -0.23 -3.63 0.368
H -8.24 -1.90 -3.86 0.271
C 7.24 -6.62 0.08 -0.607
O 6.15 -5.59 -0.02 -0.268
P 5.26 -4.94 1.19 1.034
O 4.19 -4.04 0.87 -0.641
O 4.81 -6.31 1.98 -0.350
C 3.99 -7.30 1.38 -0.607
O 6.39 -4.27 2.24 -0.326
C 7.11 -3.19 1.88 -0.704
H 6.86 -7.63 -0.11 0.255
H 7.66 -6.58 1.08 0.320
H 7.97 -6.42 -0.71 0.249
H 4.69 -7.98 0.90 0.219
H 3.49 -6.94 0.47 0.330
H 3.37 -7.73 2.16 0.235
H 6.71 -2.54 1.10 0.335
H 8.08 -3.57 1.57 0.262
H 7.35 -2.61 2.78 0.260
C 6.36 2.26 -4.21 -0.753
O 6.34 0.97 -4.57 -0.249
P 5.02 0.07 -4.83 1.011
O 3.94 0.26 -3.85 -0.711
O 4.53 0.17 -6.36 -0.292
C 4.67 1.35 -7.17 -0.455
O 5.58 -1.48 -4.80 -0.315
C 6.61 -1.88 -5.60 -0.607
H 5.49 2.68 -3.71 0.341
H 6.51 2.85 -5.11 0.294
H 7.29 2.36 -3.64 0.254
H 3.73 1.89 -7.27 0.296
H 5.18 1.14 -8.11 0.269
H 5.22 2.12 -6.62 0.097
H 6.56 -2.97 -5.56 0.280
H 7.39 -1.79 -4.85 0.265
H 6.78 -1.27 -6.49 0.273

=====

(6)
59
Properties=species:S:1:pos:R:3:nbo_charge:R:1 method="wB97M-V/def2-TZVPD" molar_mass_g_mol=759.53 e_lumo_ev="-9.78 / -9.90" total_charge=+2 gap_ev="4.065 / 3.945" total_energy_ha=-2829.15219
I -0.01 3.24 0.05 0.236
I -0.01 -3.29 0.38 0.275
La 0.01 -0.05 0.31 1.486
P -2.65 0.00 -0.30 0.684
C -3.39 0.07 1.36 -0.944
C -3.18 1.43 -1.25 -0.929
H -4.23 1.30 -1.53 0.258
H -4.24 -1.40 -1.41 0.260
H -2.55 1.49 -2.14 0.280
H -2.56 -1.64 -2.02 0.280
H -3.07 0.95 1.92 0.251
H -3.02 2.36 -0.69 0.252
C -3.19 -1.51 -1.13 -0.928
H -4.48 0.07 1.25 0.264
H -3.02 -2.39 -0.50 0.251
H -3.09 -0.78 1.99 0.248
P 2.65 0.01 -0.30 0.688
C 3.38 0.09 1.37 -0.937
C 3.20 -1.49 -1.13 -0.928
H 2.53 1.50 -2.13 0.280
H 4.23 1.31 -1.53 0.258
H 3.01 2.37 -0.69 0.252
C 3.18 1.44 -1.25 -0.929
H 2.58 -1.62 -2.02 0.281
H 4.26 -1.38 -1.40 0.260
H 4.47 0.08 1.26 0.265
H 3.07 -0.76 1.99 0.254
H 3.03 -2.37 -0.50 0.253
H 3.08 0.99 1.90 0.241
Cl 0.00 -0.11 -2.48 -0.644
C 1.84 1.54 4.82 -0.408
N 0.42 1.46 4.43 -0.787
C 0.11 2.55 3.48 -0.410
P -0.14 -0.05 4.02 2.494
O 0.17 -0.37 2.59 -1.260
N 0.62 -1.14 5.01 -0.813
C 0.71 -2.53 4.55 -0.407
C 0.37 -1.05 6.46 -0.426
N -1.78 -0.16 4.26 -0.821
C -2.36 -1.53 4.28 -0.426
C -2.38 0.68 5.30 -0.411
H 2.04 2.61 4.99 0.225
H 2.53 1.18 4.03 0.191
H 2.03 0.98 5.73 0.234
H 0.79 2.53 2.59 0.172
H -0.92 2.51 3.09 0.218
H 0.29 3.50 3.99 0.247
H 0.97 -2.61 3.48 0.205
H 1.49 -3.01 5.15 0.231
H -0.23 -3.10 4.70 0.193
H 1.19 -1.60 6.94 0.231
H 0.38 -0.02 6.81 0.224
H -0.59 -1.52 6.75 0.197
H -2.19 -2.05 5.24 0.210
H -3.44 -1.41 4.15 0.229
H -1.98 -2.16 3.45 0.208
H -2.08 0.38 6.32 0.201
H -2.13 1.73 5.14 0.219
H -3.47 0.55 5.20 0.221

=====

(7)
59
Properties=species:S:1:pos:R:3:mulliken_spin:R:1 method="wB97M-V/def2-TZVPD" molar_mass_g_mol=723.53 e_lumo_ev="-7.46 / -10.01" total_charge=+2 spin_multiplicity=5 s_squared=6.020 gap_ev="6.530 / 3.962" total_energy_ha=-2907.90115
I 0.75 -1.02 -1.06 1.177
I 0.36 1.28 1.30 1.230
Rh 4.40 1.75 0.94 1.129
P 3.47 -0.03 2.05 -0.041
C 2.07 -1.22 2.34 0.026
C 4.86 -1.20 1.82 0.009
H 5.04 -1.74 2.76 0.004
H 4.20 -0.18 4.34 0.001
H 5.74 -0.61 1.51 -0.007
H 4.47 1.46 3.62 -0.003
H 1.72 -1.58 1.36 -0.001
H 4.58 -1.91 1.03 -0.002
C 3.78 0.62 3.73 0.008
H 2.38 -2.08 2.95 -0.002
H 2.82 0.95 4.15 -0.005
H 1.22 -0.71 2.84 0.003
P 2.93 2.49 -0.71 -0.046
C 1.24 2.50 -1.52 0.010
C 3.16 4.26 -0.31 0.003
H 5.08 2.25 -1.78 -0.005
H 3.88 3.12 -2.85 0.003
H 3.78 1.33 -2.64 -0.001
C 4.04 2.28 -2.15 0.008
H 4.04 4.33 0.34 0.002
H 3.29 4.80 -1.25 0.001
H 1.33 2.72 -2.59 0.001
H 0.59 3.22 -1.02 0.001
H 2.26 4.59 0.21 -0.005
H 0.80 1.50 -1.45 0.017
Cl 6.43 2.53 1.13 0.115
C -4.82 -0.22 -2.16 -0.001
N -3.63 0.16 -1.39 -0.001
C -3.48 1.59 -1.16 -0.007
P -2.71 -0.91 -0.48 0.033
O -1.60 -0.09 0.06 0.224
N -3.44 -1.65 0.82 -0.003
C -3.28 -1.09 2.17 0.002
C -4.56 -2.58 0.66 -0.002
N -2.48 -2.23 -1.44 0.047
C -1.72 -3.33 -0.83 0.019
C -2.18 -2.10 -2.85 0.010
H -5.57 0.57 -1.97 0.000
H -5.25 -1.18 -1.82 0.001
H -4.57 -0.21 -3.24 0.000
H -4.28 2.01 -0.52 -0.001
H -2.50 1.86 -0.72 0.004
H -3.57 2.09 -2.13 0.000
H -2.52 -0.29 2.21 0.005
H -4.25 -0.73 2.55 0.000
H -2.96 -1.91 2.83 0.000
H -5.52 -2.01 0.68 0.000
H -4.43 -3.18 -0.25 0.001
H -4.55 -3.23 1.55 0.001
H -1.51 -4.07 -1.60 -0.002
H -0.75 -2.96 -0.42 0.019
H -2.27 -3.78 0.00 0.001
H -2.40 -3.06 -3.34 0.002
H -2.80 -1.30 -3.30 -0.002
H -1.12 -1.87 -3.01 0.021